[1]
{
  "formula": "C4H8N2",
  "method": "ωB97M-V/def2-TZVPD",
  "relative_energy_kj_mol": 342.1,
  "homo_lumo_gap_ha": 0.31361,
  "e_tot_ha": -266.5917,
  "charge": 0,
  "species": ["C", "N", "C", "C", "C", "N", "H", "H", "H", "H", "H", "H", "H", "H"],
  "coordinates": [[1.838467, 0.136063, 0.472498], [0.665203, -0.644651, 0.098978], [-0.529588, 0.134259, -0.590929], [-1.823199, -0.567647, -0.270571], [-0.459202, 1.532333, -0.343878], [-0.364247, 2.683238, -0.189508], [2.163799, 0.707103, -0.401134], [2.639355, -0.539054, 0.782112], [1.602621, 0.844261, 1.273029], [0.335705, -1.304774, 0.801293], [0.452057, -0.736357, -1.024786], [-2.641921, -0.071854, -0.799852], [-1.808862, -1.610102, -0.612713], [-2.070191, -0.562817, 0.805455]],
  "atomic_forces_ev_per_a": [[0.069, 0.072, -0.011], [-0.081, -0.128, 0.043], [-0.252, 0.200, 0.099], [-0.067, -0.035, -0.034], [0.113, 0.880, 0.125], [-0.104, -1.047, -0.124], [-0.031, -0.073, 0.131], [-0.109, 0.101, -0.041], [0.040, -0.100, -0.114], [0.034, 0.137, -0.126], [0.177, -0.115, 0.047], [0.129, -0.070, 0.074], [0.014, 0.161, 0.052], [0.067, 0.017, -0.121]]
}


[2]
{
  "formula": "C4H8N2",
  "method": "ωB97M-V/def2-TZVPD",
  "relative_energy_kj_mol": 474.3,
  "homo_lumo_gap_ha": 0.32097,
  "e_tot_ha": -266.5414,
  "charge": 0,
  "species": ["C", "C", "C", "C", "N", "N", "H", "H", "H", "H", "H", "H", "H", "H"],
  "coordinates": [[-1.283879, -1.215507, -0.134581], [1.186473, 0.828647, -1.068391], [0.531859, 1.081012, 0.229744], [-0.249207, -1.301347, 0.936895], [-0.128018, -2.091046, -0.110269], [-0.218839, 2.000567, 0.567874], [-0.553906, 2.009080, 1.532441], [-2.267691, -1.638435, 0.065032], [-1.314790, -0.387113, -0.835587], [0.579671, 1.240805, -1.879707], [2.188776, 1.256595, -1.075708], [1.274554, -0.257414, -1.218625], [-0.467302, -1.439871, 1.986986], [0.722298, -0.085971, 1.003894]],
  "atomic_forces_ev_per_a": [[-0.199, 0.839, 0.496], [-0.162, -0.366, -0.332], [0.327, -2.677, 1.577], [-2.234, -1.738, -2.159], [0.878, 0.280, 1.586], [0.119, 0.855, 0.290], [-0.034, -0.353, -0.301], [0.114, -0.219, -0.186], [0.168, 0.142, 0.016], [0.194, 0.093, 0.077], [-0.031, 0.060, -0.028], [0.001, 0.207, 0.006], [1.116, 0.205, 0.245], [-0.257, 2.673, -1.288]]
}


[3]
{
  "formula": "C4H8N2",
  "method": "ωB97M-V/def2-TZVPD",
  "relative_energy_kj_mol": 186.7,
  "homo_lumo_gap_ha": 0.37600,
  "e_tot_ha": -266.6509,
  "charge": 0,
  "smiles": "NCC#CCN",
  "species": ["N", "C", "C", "C", "C", "N", "H", "H", "H", "H", "H", "H", "H", "H"],
  "coordinates": [[-2.870868, 0.617144, 0.338819], [-2.102676, -0.347292, -0.442292], [-0.655669, -0.411574, -0.150092], [0.516554, -0.390992, 0.144624], [1.961875, -0.395358, 0.414243], [2.611417, 0.733812, -0.264152], [-2.736250, 0.449390, 1.333042], [-2.498376, 1.548959, 0.149251], [-2.247522, -0.118018, -1.509863], [-2.538880, -1.353486, -0.290906], [2.358425, -1.394066, 0.133324], [2.109010, -0.274566, 1.498204], [3.606458, 0.688936, -0.083757], [2.486503, 0.647110, -1.270443]],
  "atomic_forces_ev_per_a": [[0.234, 0.345, 0.009], [-0.099, -0.600, -0.227], [0.587, 0.176, 0.228], [-0.632, -0.144, -0.298], [-0.214, -0.119, 0.127], [0.032, -0.257, -0.083], [0.003, 0.019, -0.183], [-0.178, -0.252, 0.165], [0.077, -0.062, 0.325], [0.182, 0.445, -0.053], [-0.103, 0.413, 0.120], [0.042, -0.068, -0.289], [0.069, 0.077, -0.037], [-0.001, 0.028, 0.197]]
}


[4]
{
  "formula": "C4H8N2",
  "method": "ωB97M-V/def2-TZVPD",
  "relative_energy_kj_mol": 97.6,
  "homo_lumo_gap_ha": 0.40481,
  "e_tot_ha": -266.6848,
  "charge": 0,
  "smiles": "CC(C)(N)C#N",
  "species": ["C", "C", "C", "N", "C", "N", "H", "H", "H", "H", "H", "H", "H", "H"],
  "coordinates": [[1.116972, -0.603044, 0.851451], [0.048088, 0.037565, -0.053068], [-1.285060, -0.724493, -0.116637], [0.543302, 0.255307, -1.365101], [-0.293721, 1.637099, 0.552225], [-0.642696, 2.753065, 0.494865], [1.369463, 0.196527, 1.534572], [2.026826, -0.926200, 0.325744], [0.745826, -1.456466, 1.431484], [-1.274653, -1.575500, -0.818556], [-2.050971, -0.024608, -0.448924], [-1.554277, -1.113557, 0.867595], [-0.149662, 0.747320, -1.920463], [1.400564, 0.796985, -1.335187]],
  "atomic_forces_ev_per_a": [[-0.098, 0.349, 0.205], [-0.318, 1.102, 0.617], [-0.062, 0.329, 0.185], [0.080, 0.050, -0.190], [-0.711, -0.535, -1.321], [0.784, -1.967, 0.475], [0.524, -0.250, 0.459], [-0.460, 0.211, -0.116], [-0.079, 0.268, -0.220], [0.454, 0.425, 0.228], [-0.184, -0.153, 0.022], [-0.054, 0.201, -0.064], [0.231, -0.011, -0.082], [-0.107, -0.019, -0.197]]
}


[5]
{
  "formula": "C4H8N2",
  "method": "ωB97M-V/def2-TZVPD",
  "relative_energy_kj_mol": 480.9,
  "homo_lumo_gap_ha": 0.28288,
  "e_tot_ha": -266.5388,
  "charge": 0,
  "species": ["C", "N", "C", "C", "C", "N", "H", "H", "H", "H", "H", "H", "H", "H"],
  "coordinates": [[1.674764, -0.227000, 0.237926], [0.210114, -0.238316, 0.359885], [-0.555015, 0.734260, -0.439850], [-1.329795, -1.148634, -0.226640], [-0.515633, 2.080795, 0.037674], [-0.556391, 3.148101, 0.505479], [1.953389, -0.577083, -0.759713], [2.135026, -0.878777, 0.986204], [2.033935, 0.804860, 0.362422], [-0.065769, -0.168049, 1.332844], [-0.348684, 0.631864, -1.500273], [-1.285413, -1.305773, -1.299571], [-1.043116, -2.058534, 0.309679], [-2.307410, -0.797712, 0.093939]],
  "atomic_forces_ev_per_a": [[0.119, -0.032, -0.065], [-0.085, 0.062, 0.171], [0.124, 0.297, -0.123], [-0.147, -0.434, -0.002], [0.007, 0.794, 0.365], [0.024, -0.932, -0.404], [-0.046, 0.054, 0.153], [-0.066, 0.094, -0.099], [-0.057, -0.132, -0.019], [0.009, -0.017, -0.149], [-0.050, 0.014, 0.136], [0.013, 0.065, 0.165], [-0.030, 0.160, -0.090], [0.185, 0.007, -0.040]]
}


[6]
{
  "formula": "C4H8N2",
  "method": "ωB97M-V/def2-TZVPD",
  "relative_energy_kj_mol": 415.6,
  "homo_lumo_gap_ha": 0.40317,
  "e_tot_ha": -266.5637,
  "charge": 0,
  "smiles": "C[C@@H]1N2N[C@@]12C",
  "species": ["C", "C", "N", "N", "C", "C", "H", "H", "H", "H", "H", "H", "H", "H"],
  "coordinates": [[-1.745180, 0.224812, -0.315124], [-0.598811, 0.862435, 0.327650], [0.525352, 1.195484, -0.621918], [1.581714, 1.254011, 0.394074], [0.695917, 0.177066, 0.249661], [1.156189, -1.443850, -0.168147], [-2.185433, -0.640993, 0.317837], [-1.416669, -0.314898, -1.121470], [-2.482140, 0.994477, -0.592326], [-0.619651, 1.460952, 1.191329], [1.318594, 1.700275, 1.230471], [1.970852, -1.885661, 0.374528], [1.450886, -1.524030, -1.293538], [0.348380, -2.060084, 0.026969]],
  "atomic_forces_ev_per_a": [[-2.319, -0.318, 2.489], [1.726, -1.069, -0.092], [-0.963, 2.714, -1.685], [1.494, -0.866, -0.606], [1.928, -7.054, -0.034], [0.537, 3.715, -1.788], [0.325, 1.819, -0.533], [0.817, -0.884, -2.495], [-0.048, -0.684, 0.033], [-0.792, 1.116, 0.857], [-0.644, 1.573, 1.116], [0.560, 0.570, 0.614], [-0.725, 0.498, 1.966], [-1.897, -1.130, 0.158]]
}


[7]
{
  "formula": "C4H8N2",
  "method": "ωB97M-V/def2-TZVPD",
  "relative_energy_kj_mol": 502.2,
  "homo_lumo_gap_ha": 0.34521,
  "e_tot_ha": -266.5307,
  "charge": 0,
  "species": ["C", "C", "C", "C", "N", "N", "H", "H", "H", "H", "H", "H", "H", "H"],
  "coordinates": [[0.493672, -1.105981, -0.879437], [1.023450, -0.401311, 0.151725], [-1.494304, 1.144701, 0.305933], [2.069238, 0.614314, 0.180022], [-3.084154, -0.600662, 0.015504], [-2.328930, 0.309613, 0.319189], [0.870032, -1.246910, -1.809968], [-0.272306, -1.836730, -0.683747], [0.524892, -0.586426, 1.076954], [-1.609901, 2.259900, 0.509410], [2.988708, 0.291808, -0.195448], [2.201526, 1.165716, 1.151241], [1.783402, 1.545618, -0.579737], [-3.165320, -1.553652, 0.438364]],
  "atomic_forces_ev_per_a": [[0.341, 0.132, 3.661], [-1.671, -1.497, -1.346], [-0.551, 2.995, 0.309], [-1.119, 4.449, -1.149], [-1.081, -1.157, -1.042], [0.167, -1.414, 0.177], [1.313, 0.474, -2.868], [-0.385, 0.039, 0.384], [-0.257, 0.038, 0.663], [0.455, -1.932, 0.046], [1.607, -0.617, -0.374], [-0.116, -0.980, -0.769], [0.550, -2.302, 1.731], [0.747, 1.771, 0.577]]
}


[8]
{
  "formula": "C4H8N2",
  "method": "ωB97M-V/def2-TZVPD",
  "relative_energy_kj_mol": 221.0,
  "homo_lumo_gap_ha": 0.36876,
  "e_tot_ha": -266.6378,
  "charge": 0,
  "smiles": "CN(C)CC#N",
  "species": ["C", "N", "C", "C", "C", "N", "H", "H", "H", "H", "H", "H", "H", "H"],
  "coordinates": [[-0.544396, 1.345081, 0.380897], [-0.579973, 0.099947, -0.461831], [-1.140450, -0.962598, 0.366821], [0.948171, -0.511102, -1.082482], [1.940136, -0.022182, -0.151759], [2.555573, 0.447185, 0.708025], [-1.492500, 1.926307, 0.389569], [0.184717, 1.998515, -0.075824], [-0.326820, 1.199330, 1.460654], [-0.444542, -1.243914, 1.171940], [-1.344283, -1.802041, -0.293165], [-2.085093, -0.676209, 0.862857], [1.200673, -0.176340, -2.111921], [1.128784, -1.621979, -1.163778]],
  "atomic_forces_ev_per_a": [[0.582, -0.133, -0.464], [1.256, -0.695, -0.461], [0.173, -0.362, -0.144], [-1.168, 0.765, 0.656], [0.398, 0.737, 1.118], [-0.204, -0.469, -0.762], [0.187, -0.909, -0.587], [0.305, 0.348, 0.232], [0.369, -0.278, -0.612], [-0.111, -0.196, -0.038], [-0.043, -0.326, 0.248], [0.374, 0.232, -0.463], [-0.808, 0.405, 0.730], [-1.311, 0.882, 0.547]]
}


[9]
{
  "formula": "C4H8N2",
  "method": "ωB97M-V/def2-TZVPD",
  "relative_energy_kj_mol": 309.5,
  "homo_lumo_gap_ha": 0.37864,
  "e_tot_ha": -266.6041,
  "charge": 0,
  "smiles": "C1N[C@H]1[C@H]1CN1",
  "species": ["C", "N", "C", "C", "C", "N", "H", "H", "H", "H", "H", "H", "H", "H"],
  "coordinates": [[2.000361, 0.000793, -0.080746], [1.382028, -1.273202, 0.261861], [0.752020, -0.462539, -0.768787], [-0.586561, 0.274258, -0.476287], [-1.955088, -0.029806, 0.243769], [-0.877091, 0.609570, 0.926383], [2.979167, -0.081949, -0.559657], [1.900935, 0.829732, 0.616535], [0.827821, -1.135026, 1.104002], [0.881933, -0.850251, -1.789406], [-0.785009, 0.972087, -1.298603], [-2.349112, -0.915280, 0.730388], [-2.749733, 0.634695, -0.154288], [-1.421676, 1.426912, 1.244832]],
  "atomic_forces_ev_per_a": [[-0.126, 0.271, -0.086], [-0.320, -0.150, 0.223], [-0.709, 0.065, 0.232], [-0.763, 0.197, 0.192], [0.484, -1.468, -1.511], [-0.781, 1.112, 0.832], [-0.410, 0.068, -0.026], [-0.035, -0.139, -0.039], [0.078, -0.111, 0.103], [-0.408, 0.177, 0.473], [0.121, 0.262, 0.523], [0.310, -0.506, -0.620], [0.438, -0.458, 0.259], [2.121, 0.681, -0.555]]
}


[10]
{
  "formula": "C4H8N2",
  "method": "ωB97M-V/def2-TZVPD",
  "relative_energy_kj_mol": 246.7,
  "homo_lumo_gap_ha": 0.36854,
  "e_tot_ha": -266.6280,
  "charge": 0,
  "smiles": "C=CC/C=N/N",
  "species": ["C", "C", "C", "C", "N", "N", "H", "H", "H", "H", "H", "H", "H", "H"],
  "coordinates": [[2.008619, 0.867911, -0.373429], [1.609348, -0.323546, -0.756813], [0.612564, -1.167569, 0.063699], [-0.698121, -0.331439, 0.003257], [-1.337183, -0.009502, 1.067276], [-2.457947, 0.851334, 0.845508], [2.413568, 1.649192, -1.123560], [1.630289, 1.250586, 0.619246], [1.942548, -0.818508, -1.715243], [0.400045, -2.134641, -0.414543], [0.996108, -1.394312, 1.084970], [-1.027079, -0.103462, -1.044330], [-3.151920, 0.724613, 0.060208], [-2.940839, 0.939344, 1.683754]],
  "atomic_forces_ev_per_a": [[-0.485, 2.490, -0.318], [0.196, -2.205, -0.852], [-0.379, 0.825, -0.072], [0.256, -1.168, 0.822], [-0.628, 0.762, -2.103], [0.533, -0.314, -1.638], [-0.078, -1.604, 1.576], [0.553, -0.250, -1.202], [-0.422, 0.992, 0.889], [0.259, 0.263, -0.009], [-0.593, 0.467, -0.561], [0.099, 0.112, 0.971], [1.578, -0.445, 0.902], [-0.889, 0.074, 1.596]]
}


[11]
{
  "formula": "C4H8N2",
  "method": "ωB97M-V/def2-TZVPD",
  "relative_energy_kj_mol": 100.8,
  "homo_lumo_gap_ha": 0.37093,
  "e_tot_ha": -265.9361,
  "charge": 2,
  "species": ["C", "C", "C", "C", "N", "N", "H", "H", "H", "H", "H", "H", "H", "H"],
  "coordinates": [[0.734823, 0.129687, -0.147890], [-1.343724, 1.515127, -0.093513], [0.625196, -1.287561, -0.045204], [-0.872820, -1.035606, 0.185521], [-0.700811, 0.391863, -0.060361], [1.713188, 0.897955, 0.115756], [-2.392538, 1.767480, 0.095343], [-0.824772, 2.422216, -0.367788], [1.106394, -1.838534, -0.873616], [1.246098, -1.824021, 0.635671], [-1.593313, -1.577016, -0.451012], [-1.227854, -1.379336, 1.222069], [2.687263, 0.385680, 0.057967], [1.675681, 1.966899, 0.244425]],
  "atomic_forces_ev_per_a": [[0.421, 1.796, 1.485], [0.160, -0.035, -0.195], [0.118, -1.214, -1.489], [-2.195, -3.893, 1.377], [0.691, 1.614, 0.031], [2.122, 0.906, -0.746], [-0.121, -1.242, 0.105], [0.687, 0.022, -0.053], [-1.327, 0.159, -0.944], [0.212, 0.259, 1.784], [0.355, 0.698, -0.342], [0.651, 1.275, -1.090], [-2.014, 1.693, 0.409], [0.240, -2.039, -0.331]]
}


[12]
{
  "formula": "C4H8N2O",
  "method": "ωB97M-V/def2-TZVPD",
  "relative_energy_kj_mol": 255.0,
  "homo_lumo_gap_ha": 0.35320,
  "e_tot_ha": -341.9065,
  "charge": 0,
  "smiles": "C[C@H](O)N=C=CN",
  "species": ["C", "C", "O", "N", "C", "C", "N", "H", "H", "H", "H", "H", "H", "H", "H"],
  "coordinates": [[-1.035579, -1.010671, -0.938235], [-0.885230, -1.289637, 0.543291], [-2.165603, -1.274290, 1.112148], [-0.051472, -0.320936, 1.280420], [0.497684, 0.601727, 0.693162], [1.060535, 1.632487, 0.098299], [2.394684, 1.545235, -0.412798], [-0.059974, -1.012672, -1.433353], [-1.505707, -0.033775, -1.087068], [-1.668925, -1.778284, -1.389112], [-0.397289, -2.263498, 0.697403], [-2.050592, -1.315820, 2.071298], [0.456684, 2.536416, 0.006071], [2.404196, 1.776996, -1.401030], [2.995291, 2.215389, 0.056905]],
  "atomic_forces_ev_per_a": [[0.002, 0.031, -0.005], [0.154, -0.140, -0.319], [-0.027, -0.062, 0.267], [0.304, 0.544, -0.266], [-0.193, -0.219, 0.093], [-0.296, -0.150, 0.184], [0.068, 0.196, -0.076], [-0.141, -0.024, 0.070], [0.051, -0.131, 0.012], [0.080, 0.084, 0.065], [-0.078, 0.136, 0.005], [-0.087, 0.006, -0.118], [0.114, -0.111, 0.045], [0.055, -0.059, 0.100], [-0.007, -0.100, -0.058]]
}


What is the formula in the twelfth record?
C4H8N2O